A molecular structure, C26H56AlN2 in a non-equilibrium geometry, computed with wB97M-V/def2-TZVPD.

Computed properties:
E_HOMO, hartree: -0.14952
Charge: -1
Gap between HOMO and LUMO, eV: 6.658
Spin multiplicity: 1

```
85
Properties=species:S:1:pos:R:3:forces:R:3
H -3.22960 -4.58501 -9.32271 0.003 0.062 0.000
C -1.70075 -0.26537 6.86064 -0.170 -0.018 -0.168
C -3.67728 -4.58379 -8.32756 -0.007 -0.045 0.003
H 1.37146 -1.52395 -0.52635 0.024 0.078 -0.132
C 0.49642 -0.52196 9.24345 0.000 -0.122 0.042
H 3.04068 -1.06491 -0.23164 0.041 0.003 0.101
H -2.12144 1.48699 0.81483 -0.093 0.102 -0.088
C 1.57589 1.17508 -2.56385 1.270 -1.007 -0.916
H 4.66892 0.54792 0.12928 -0.027 -0.153 0.128
C 1.74712 -1.02857 1.43574 0.198 0.582 0.067
H -1.91917 -1.12875 -7.67302 0.094 -0.058 0.090
H -0.42801 1.78609 5.96512 -0.085 -0.067 0.018
H 3.77704 0.83779 1.65559 0.054 -0.217 -0.064
H -4.44019 -3.80568 -8.29074 0.002 0.003 -0.004
C 0.49489 -0.90913 7.75646 0.209 -0.090 0.029
H -2.18505 1.26476 8.35698 0.014 0.001 -0.011
C -2.61557 -1.95267 -7.50005 -0.181 0.104 -0.124
C 2.00739 -0.82393 0.02901 -0.346 -0.417 -0.204
H -2.10399 0.21735 5.96558 0.073 0.057 -0.003
N -0.26156 -0.08131 6.83515 -0.079 -0.001 0.056
Al 1.60195 1.11557 -0.51469 0.322 0.428 0.188
H 1.90008 1.04120 5.56093 0.014 -0.034 0.020
H -1.91334 -1.33061 6.73276 0.075 -0.021 0.039
H -0.77023 -0.76648 0.39112 0.172 0.038 -0.122
H 1.25966 2.12628 -2.99015 0.048 0.034 -0.037
C -0.04786 1.85536 0.38757 0.074 -0.210 -0.628
H -0.82976 0.38948 -4.65710 -0.158 -1.657 -0.355
C -1.42401 1.28902 -0.01177 -0.020 -0.024 0.881
H 2.88663 5.55719 0.96910 -0.015 0.205 -0.192
C 0.77776 0.09680 -3.20046 -0.522 0.129 -0.596
H -1.25285 -2.07032 -4.69457 -0.009 -0.016 0.035
H 5.08672 1.90679 1.18726 0.105 -0.083 -0.044
H 1.33784 -1.00324 9.74689 0.013 0.008 -0.013
N -1.84359 -3.18072 -7.40470 0.100 0.048 -0.048
H 1.23011 -1.04828 3.64399 0.052 0.018 0.015
H 1.83392 2.58089 6.42061 -0.026 0.004 -0.027
C 2.92319 4.76776 0.21264 -0.256 -0.758 0.246
H -4.28196 -0.85625 -6.66508 -0.002 -0.011 -0.016
H 3.75262 2.57272 -0.86140 0.004 0.181 0.047
H -2.46807 -0.59549 0.00781 0.006 -0.080 -0.044
C -2.61559 -4.39880 -7.25301 -0.158 0.017 0.045
H 3.88445 4.80802 -0.30813 0.036 0.296 0.046
C 0.23365 0.26042 -4.47277 0.306 -0.195 0.635
H 2.64692 1.06430 -2.83333 0.122 0.085 0.507
H 1.92830 4.21641 -1.63221 -0.173 -0.154 0.080
H -2.36869 -0.39456 8.94419 0.063 0.049 0.025
H 0.94144 0.29132 -5.29891 -0.076 1.922 -0.025
H -3.54802 0.27916 7.83771 0.005 0.018 -0.021
C -0.93626 -3.06171 -5.00940 -0.022 -0.008 0.072
H 3.72186 3.50818 1.70162 -0.104 -0.021 0.137
H -1.91967 -5.24037 -7.31413 0.067 0.049 0.067
H -0.07807 -2.26182 -6.80652 -0.090 0.062 -0.011
H 1.53059 -0.93588 7.41180 -0.009 0.073 -0.033
C -1.46764 -0.22743 -0.24772 -0.743 0.238 -0.102
H -1.33124 -0.46276 -1.30401 0.395 -0.161 0.071
H -1.67456 -3.79414 -4.67628 0.004 -0.026 -0.055
H 2.24300 1.11746 7.29870 -0.006 -0.004 0.003
C -3.54431 -1.59029 -6.33259 0.021 0.125 -0.005
C 3.25220 2.21743 0.05018 -0.500 -0.479 0.258
C 0.13310 1.31644 6.77702 0.110 0.084 0.072
C 1.61465 1.51547 6.50064 0.038 0.005 -0.044
H -4.18366 -5.53934 -8.17979 0.016 -0.009 -0.008
H -0.13079 1.86740 7.69543 0.001 0.006 -0.008
H -0.07016 -3.99928 -6.73239 -0.095 -0.053 -0.054
H -3.00015 -1.14120 -5.50368 0.001 -0.087 0.045
C -0.68940 -3.12110 -6.51857 0.256 -0.110 0.048
H 1.99104 3.29578 1.52626 -0.079 -0.019 -0.099
H 0.60100 0.55439 9.38674 0.005 0.005 -0.025
H -0.00523 -3.27180 -4.48024 0.011 0.026 -0.006
H -3.21654 -2.00173 -8.41209 0.000 -0.083 0.005
H 0.10079 1.74376 1.46799 -0.015 -0.069 0.020
H -0.40821 -0.84974 9.75440 -0.035 0.092 -0.007
H 0.81683 4.79503 -0.35129 0.001 -0.196 -0.009
H -1.84403 1.82771 -0.86472 0.143 -0.103 -0.164
H -0.05133 2.93271 0.19350 0.008 0.038 0.104
C 2.91634 3.41899 0.95549 0.693 0.288 -0.248
H -4.09067 -2.45693 -5.95668 0.007 -0.014 -0.016
H -3.10249 -4.47186 -6.26698 -0.003 -0.028 -0.006
C -2.48243 0.25411 8.07586 -0.073 -0.100 0.020
C 1.79962 4.91438 -0.80506 0.233 0.638 -0.046
C 4.25148 1.30801 0.79175 -0.044 0.517 -0.103
H 1.82007 5.92358 -1.23083 -0.006 -0.031 -0.091
C 1.50339 -0.99563 2.61797 -0.141 -0.302 0.062
H 0.14450 -1.93946 7.65246 -0.115 0.040 -0.019
H 0.59302 -0.83463 -2.65834 -1.026 0.582 0.714
```
Positions in Å, forces in eV/Å.

Let us look at the Mulliken charges, expressed in e, one per atom: H 0.3283; C -0.7099; C -1.4336; H 0.4201; C -1.0350; H 0.5478; H 0.4044; C -0.8969; H 0.2963; C -0.9274; H 0.3481; H 0.4577; H 0.2522; H 0.2999; C -0.7972; H 0.2685; C -0.6882; C -0.8420; H 0.3958; N 0.2432; Al -1.2061; H 0.2487; H 0.3591; H 0.1356; H 0.4284; C 0.0564; H 0.2783; C -0.7341; H 0.3820; C 0.1011; H -0.0916; H 0.5479; H 0.3754; N 0.0917; H 0.5618; H 0.4238; C -0.6767; H 0.3757; H 0.3798; H 0.4276; C -0.2959; H 0.3082; C -0.9537; H 0.3909; H 0.0854; H 0.2181; H 0.2461; H 0.4040; C -0.6591; H 0.3902; H 0.4287; H 0.3423; H 0.3683; C -0.6534; H -0.0251; H 0.3604; H 0.3190; C -0.8666; C 0.8708; C -0.3887; C -1.3477; H 0.4309; H 0.2094; H 0.3883; H 0.1943; C -0.8087; H 0.1944; H 0.2460; H 0.3854; H 0.3627; H 0.3237; H 0.2784; H 0.2034; H 0.2427; H -0.0549; C -0.7704; H 0.2361; H 0.2420; C -0.9809; C -0.8648; C -1.7934; H 0.4328; C 0.2316; H 0.4382; H 0.2940